Record 1
Entry from the Open Molecules 2025 dataset: one molecule with the formula C3H2N4 in a non-equilibrium geometry (the ωB97M-V functional and the def2-TZVPD basis).

max |F| = 2.3 eV/A
highest occupied orbital energy = -10.1 eV
lowest unoccupied orbital energy = 0.42 eV
ΔE to the lowest compared entry with this formula, charge and spin = 97.68 kJ/mol
SMILES string = N#Cc1c[nH]nn1
spin multiplicity = 1

Each line ends with the Löwdin charge.
Element x y z (Å)
N1 -0.175 1.493 -0.107  0.03
N2 -1.505 -0.252 -0.173  0.04
N3 -1.404 1.241 -0.244  0.05
N4 3.122 0.249 0.371  0.15
C1 -0.279 -0.725 0.008  -0.08
C2 0.565 0.358 0.052  -0.31
C3 1.978 0.328 0.225  -0.17
H1 -0.018 -1.766 0.101  0.13
H2 -2.283 -0.925 -0.232  0.16

Record 2
Entry from the Open Molecules 2025 dataset: ClPd as an isolated structure in a non-equilibrium geometry (the ωB97M-V functional and the def2-TZVPD basis).

expectation value of S² = 2.005
max |F| = 4.9 eV/A
highest occupied orbital energy (spin up / spin down) = -17.5 / -17.1 eV
lowest unoccupied orbital energy (spin up / spin down) = -6.65 / -9.77 eV
ΔE to the lowest compared entry with this formula, charge and spin = 14.98 kJ/mol
total charge = +1
spin multiplicity = 3

Each line ends with the Löwdin charge.
Element x y z (Å)
Pd1 -0.874 -0.162 -0.421  0.69
Cl1 0.874 0.162 0.421  0.31

Record 3
Entry from the Open Molecules 2025 dataset: C35H70O35Rb2 as an isolated structure in a non-equilibrium geometry (the ωB97M-V functional and the def2-TZVPD basis).

max |F| = 3.1 eV/A
highest occupied orbital energy = -5.9 eV
lowest unoccupied orbital energy = -0.51 eV
spin multiplicity = 1

Each line ends with the Löwdin charge.
Element x y z (Å)
Rb1 -4.170 3.464 1.500  0.92
Rb2 1.161 4.070 -0.119  0.87
O1 2.577 -5.034 -1.168  0.14
O2 2.804 4.223 -4.857  0.02
O3 -3.291 -2.835 -5.520  0.03
O4 -1.559 -1.485 -5.188  0.15
O5 7.608 -0.684 0.852  0.02
O6 0.373 -5.345 -0.743  -0.01
O7 -4.474 0.744 5.252  0.03
O8 -1.572 6.383 -3.836  0.01
O9 2.290 2.255 6.014  0.00
O10 -2.702 -3.896 -0.240  0.02
O11 2.227 1.457 4.022  0.02
O12 1.502 -2.032 4.418  0.01
O13 -7.529 -0.197 1.533  0.03
O14 1.354 1.153 -0.304  -0.42
O15 3.565 -0.312 -4.746  0.13
O16 -1.877 4.413 -3.057  0.02
O17 3.291 3.391 4.312  0.13
O18 1.125 -3.361 -0.763  0.01
O19 5.458 -0.578 0.723  0.03
O20 6.656 0.741 -0.621  0.13
O21 -5.703 1.033 1.086  0.01
O22 -5.609 -1.143 1.615  0.02
O23 -2.789 -6.094 -0.022  -0.01
O24 -4.140 2.765 4.362  0.00
O25 -2.456 1.448 5.087  0.03
O26 -2.827 -2.165 -3.479  0.00
O27 3.630 2.634 -3.699  0.03
O28 -3.208 -5.154 -1.993  0.15
O29 1.373 -1.655 6.510  0.01
O30 -1.352 2.721 1.111  -0.54
O31 2.924 4.487 -2.618  0.06
O32 2.698 0.171 -6.815  0.02
O33 -0.173 5.706 -2.245  0.04
O34 -0.513 -1.502 5.253  0.13
O35 1.501 0.526 -5.081  0.02
C1 0.697 -1.447 7.736  -0.04
C2 -1.971 -3.837 0.969  -0.07
C3 3.003 2.975 7.005  -0.05
C4 2.708 0.078 -5.488  -0.59
C5 -1.103 5.492 -2.985  -0.63
C6 -2.939 -7.388 -0.555  -0.07
C7 0.502 -6.734 -0.531  -0.04
C8 0.994 -2.114 3.083  -0.02
C9 -1.472 3.190 -2.426  -0.02
C10 2.680 1.290 2.685  -0.03
C11 0.087 0.676 -0.034  -0.43
C12 3.071 3.814 -3.613  -0.61
C13 -2.857 -5.066 -0.857  -0.61
C14 -5.850 0.652 4.872  0.00
C15 -8.406 0.907 1.422  -0.03
C16 2.262 5.522 -5.025  -0.03
C17 4.274 -0.173 0.072  -0.07
C18 3.991 1.956 -2.503  -0.04
C19 -0.862 1.391 1.055  -0.41
C20 -6.240 -0.020 1.355  -0.64
C21 2.113 -2.350 -0.968  -0.03
C22 2.666 2.458 4.747  -0.62
C23 -4.196 -1.153 1.393  0.00
C24 3.867 -0.374 -7.427  -0.04
C25 1.475 -4.623 -0.922  -0.62
C26 -4.457 -3.410 -4.962  -0.05
C27 0.661 -1.722 5.383  -0.62
C28 -1.463 2.321 4.554  -0.01
C29 -2.027 -1.471 -2.558  -0.05
C30 6.607 -0.105 0.236  -0.61
C31 -2.514 -2.072 -4.767  -0.61
C32 -3.725 1.740 4.868  -0.63
C33 8.891 -0.119 0.698  -0.05
C34 -0.968 7.692 -3.792  0.00
C35 1.135 0.252 -3.751  -0.05
H1 -4.219 -4.279 -4.348  0.08
H2 -1.800 2.749 3.604  0.06
H3 -9.409 0.477 1.469  0.10
H4 -3.985 -1.010 0.338  0.11
H5 -5.947 -0.176 4.180  0.09
H6 2.313 0.373 2.237  0.07
H7 -1.042 8.017 -2.759  0.10
H8 -1.733 0.716 1.184  0.07
H9 -2.126 2.438 -2.860  0.10
H10 -0.489 0.820 -0.980  0.07
H11 0.090 -0.400 0.231  0.07
H12 9.065 0.263 -0.308  0.09
H13 4.068 0.886 0.001  0.09
H14 -0.344 -1.143 7.637  0.09
H15 4.765 2.430 -1.897  0.10
H16 -5.085 -2.748 -4.367  0.10
H17 -1.324 3.169 5.226  0.11
H18 1.502 -0.689 -3.339  0.08
H19 -0.269 1.234 1.983  0.07
H20 3.790 -1.461 -7.492  0.10
H21 2.492 2.735 7.936  0.09
H22 -6.214 1.602 4.479  0.09
H23 -4.004 -7.615 -0.694  0.10
H24 1.396 1.048 -3.057  0.07
H25 -2.285 -1.713 -1.528  0.08
H26 -0.950 -1.647 -2.557  0.09
H27 1.423 -7.000 -0.005  0.10
H28 -1.327 -4.681 1.212  0.09
H29 2.987 4.048 6.816  0.09
H30 -2.669 -8.332 -0.078  0.10
H31 0.689 -1.150 2.693  0.09
H32 -6.427 0.545 5.789  0.10
H33 -1.382 8.384 -4.518  0.10
H34 -3.678 -0.552 2.142  0.10
H35 -3.883 -2.155 1.683  0.08
H36 3.137 1.804 -1.835  0.06
H37 -8.383 1.572 2.284  0.10
H38 4.040 2.650 7.110  0.10
H39 0.059 0.098 -3.670  0.07
H40 -0.434 2.909 -2.610  0.09
H41 -2.549 -3.768 1.899  0.09
H42 3.053 6.255 -4.845  0.10
H43 4.108 -0.731 -0.850  0.10
H44 0.060 7.530 -4.121  0.08
H45 8.992 0.752 1.352  0.10
H46 -2.144 -0.390 -2.660  0.09
H47 2.040 5.537 -6.092  0.10
H48 4.353 0.969 -2.774  0.09
H49 2.257 -2.064 -2.007  0.09
H50 3.748 1.315 2.466  0.10
H51 0.582 -7.228 -1.501  0.11
H52 1.239 -0.611 8.184  0.09
H53 -8.382 1.423 0.465  0.10
H54 0.203 -2.868 3.037  0.09
H55 1.743 -2.657 2.508  0.10
H56 -1.642 3.228 -1.344  0.07
H57 -2.510 -7.411 -1.557  0.10
H58 -5.086 -3.775 -5.773  0.09
H59 9.670 -0.827 0.963  0.09
H60 4.767 -0.081 -6.893  0.09
H61 -0.576 1.742 4.315  0.09
H62 0.786 -2.289 8.421  0.09
H63 3.935 -0.041 -8.461  0.09
H64 1.386 5.819 -4.452  0.07
H65 3.425 -0.537 0.653  0.07
H66 3.037 -2.609 -0.455  0.09
H67 -1.393 -2.913 0.962  0.09
H68 2.211 2.081 2.103  0.07
H69 -0.288 -7.159 0.080  0.08
H70 1.762 -1.449 -0.461  0.06

Record 4
Entry from the Open Molecules 2025 dataset: one molecule with the formula C4H5NO in a non-equilibrium geometry (the ωB97M-V functional and the def2-TZVPD basis).

max |F| = 1.5 eV/A
highest occupied orbital energy = -9.6 eV
lowest unoccupied orbital energy = 0.64 eV
ΔE to the lowest compared entry with this formula, charge and spin = 291.71 kJ/mol
SMILES string = CC1=N[C@H]1C=O
spin multiplicity = 1

Each line ends with the Löwdin charge.
Element x y z (Å)
O1 -0.279 -0.952 -2.625  0.04
N1 -0.786 0.832 -0.818  0.26
C1 -0.169 -1.460 -1.535  -0.28
C2 0.070 0.628 0.053  -0.40
C3 0.535 1.269 1.287  -0.01
C4 -0.361 -0.703 -0.289  -0.12
H1 -0.163 0.918 2.063  0.10
H2 -0.810 -1.269 0.547  0.13
H3 -0.024 -2.551 -1.427  0.11
H4 0.451 2.352 1.204  0.09
H5 1.536 0.937 1.541  0.08

Record 5
Entry from the Open Molecules 2025 dataset: a 3-piece molecular cluster, C34H28IN3O4S overall in a non-equilibrium geometry (the ωB97M-V functional and the def2-TZVPD basis).

max |F| = 6.8 eV/A
highest occupied orbital energy = -8.6 eV
lowest unoccupied orbital energy = -1.69 eV
SMILES string = C[C@@H](I)Cc1c(-c2ccncc2)c(CCc2ccccc2)cc2nsnc12.O=C1C=CC(=O)C=C1.O=C1C=CC(=O)C=C1
spin multiplicity = 1

Each line ends with the Löwdin charge.
Element x y z (Å)
I1 5.055 -0.723 0.452  0.74
S1 2.216 4.948 -2.210  0.91
O1 7.510 3.942 -6.460  0.11
O2 4.252 1.150 -3.360  0.10
O3 -2.117 -8.752 4.940  0.10
O4 -4.336 -3.942 4.685  0.09
N1 0.696 4.535 -2.878  -0.28
N2 -1.067 -3.699 1.682  0.02
N3 2.454 3.632 -1.108  -0.27
C1 -2.206 -6.662 3.863  0.03
C2 0.168 -3.334 1.064  -0.12
C3 2.310 0.881 0.722  -0.21
C4 0.352 3.287 -2.223  -0.27
C5 -3.687 -7.241 5.827  0.02
C6 6.011 3.932 -4.646  0.03
C7 -4.247 -6.032 5.762  0.02
C8 -3.320 3.063 0.172  -0.02
C9 5.752 1.138 -5.174  0.03
C10 6.764 3.296 -5.749  -0.39
C11 0.592 -2.081 0.306  -0.01
C12 3.828 1.083 0.207  -0.73
C13 1.358 2.665 -1.149  -0.16
C14 -1.174 1.035 -1.677  -0.08
C15 -0.131 0.469 -0.601  -0.02
C16 -2.535 0.277 -2.077  -0.16
C17 -2.766 -5.453 3.799  0.02
C18 4.534 2.247 1.097  -0.20
C19 -5.155 1.255 2.050  -0.07
C20 -4.437 2.524 2.618  -0.08
C21 5.002 1.779 -4.074  -0.38
C22 -4.910 0.912 0.541  -0.06
C23 5.192 3.223 -3.868  0.01
C24 -0.923 2.397 -2.420  0.02
C25 -1.945 -2.584 1.517  -0.12
C26 1.178 1.304 -0.340  -0.02
C27 -3.553 3.414 1.684  -0.07
C28 -3.827 -5.047 4.744  -0.38
C29 -3.994 1.781 -0.395  -0.18
C30 -3.831 1.244 -1.909  -0.17
C31 -2.625 -7.648 4.881  -0.39
C32 6.573 1.843 -5.953  0.02
C33 -0.404 -0.903 0.151  -0.11
C34 -1.749 -1.227 0.850  0.00
H1 6.162 4.996 -4.509  0.12
H2 4.631 3.668 -3.055  0.07
H3 -4.600 2.755 3.737  0.09
H4 3.894 1.446 -0.885  0.05
H5 -4.776 0.654 -2.182  0.11
H6 -2.455 0.078 -3.218  0.12
H7 -3.064 4.338 2.166  0.09
H8 2.146 1.567 1.644  0.13
H9 4.096 2.337 2.152  0.08
H10 -3.982 -7.975 6.566  0.12
H11 7.131 1.391 -6.764  0.12
H12 -5.435 -0.022 0.125  0.10
H13 -2.680 3.701 -0.540  0.09
H14 -5.839 0.560 2.640  0.09
H15 -3.747 2.112 -2.662  0.10
H16 0.988 -4.148 1.163  0.11
H17 -1.427 -6.975 3.179  0.12
H18 -1.718 2.773 -3.156  0.10
H19 -2.471 -4.719 3.059  0.06
H20 5.659 2.037 1.229  0.04
H21 -2.665 -0.748 -1.589  0.10
H22 2.225 -0.192 1.107  0.06
H23 4.441 3.291 0.615  0.06
H24 -5.026 -5.719 6.446  0.12
H25 -2.590 -0.448 0.860  0.09
H26 5.597 0.075 -5.309  0.12
H27 -2.994 -2.755 1.983  0.11
H28 1.641 -2.005 -0.148  0.10

Record 6
Entry from the Open Molecules 2025 dataset: C15H29GaN4O2PS2SbSe4Si as an isolated structure in a non-equilibrium geometry (the ωB97M-V functional and the def2-TZVPD basis).

max |F| = 4.3 eV/A
highest occupied orbital energy = -1.2 eV
lowest unoccupied orbital energy = 3.38 eV
ΔE to the lowest compared entry with this formula, charge and spin = 0.00 kJ/mol
total charge = -2
spin multiplicity = 1

Each line ends with the Löwdin charge.
Element x y z (Å)
Sb1 2.774 1.100 6.018  -0.38
Se1 5.176 0.667 6.097  -0.35
Se2 1.932 1.016 3.634  0.20
Se3 1.712 -0.662 7.396  -0.28
Se4 2.150 3.197 7.106  -0.35
Ga1 0.527 0.019 1.557  0.47
S1 -0.605 0.343 -0.795  0.24
S2 0.201 3.290 -2.372  0.21
P1 -0.408 1.450 -2.462  -0.14
Si1 1.944 2.104 1.653  0.00
O1 -1.790 1.284 -3.320  -0.33
O2 0.578 0.671 -3.478  -0.34
N1 -0.512 -3.358 4.008  0.10
N2 -1.913 -4.050 1.387  0.09
N3 -0.484 -2.714 0.373  0.09
N4 1.035 -2.348 2.808  0.05
C1 -0.133 -2.949 2.767  -0.33
C2 -3.404 2.643 -2.089  -0.07
C3 -4.078 0.871 -3.745  -0.06
C4 2.913 1.285 0.224  -0.21
C5 0.046 -0.703 -5.359  -0.05
C6 0.483 -2.990 4.884  -0.10
C7 1.431 -2.382 4.122  -0.18
C8 3.202 3.497 1.993  -0.25
C9 0.287 -0.679 -3.859  -0.52
C10 -1.336 -3.250 -0.557  -0.15
C11 1.442 -1.562 -3.430  -0.05
C12 -3.073 1.288 -2.689  -0.53
C13 0.354 3.134 1.537  -0.23
C14 -0.852 -3.204 1.528  -0.30
C15 -2.227 -4.086 0.044  -0.11
H1 -3.070 0.542 -1.888  0.09
H2 1.283 -2.590 -3.766  0.08
H3 0.925 -0.325 -5.884  0.08
H4 -0.624 -1.015 -3.356  0.10
H5 -0.162 2.957 0.588  -0.04
H6 2.339 1.420 -0.698  0.00
H7 -3.356 3.416 -2.859  0.08
H8 -2.688 2.906 -1.311  0.05
H9 2.376 -1.980 4.443  0.08
H10 1.531 -1.565 -2.344  0.07
H11 0.637 4.186 1.577  0.03
H12 3.279 4.094 1.074  0.03
H13 -2.380 -4.561 2.113  0.14
H14 3.113 0.222 0.364  0.03
H15 -1.398 -3.745 4.275  0.14
H16 -3.030 -4.689 -0.342  0.10
H17 -0.801 -0.062 -5.603  0.07
H18 -5.076 0.816 -3.306  0.07
H19 2.916 4.154 2.814  0.03
H20 -0.324 2.902 2.357  0.03
H21 -3.816 -0.104 -4.158  0.07
H22 4.190 3.088 2.211  0.03
H23 -1.247 -3.004 -1.602  0.09
H24 -0.163 -1.722 -5.692  0.07
H25 2.374 -1.186 -3.856  0.08
H26 -4.093 1.598 -4.561  0.08
H27 -4.405 2.625 -1.650  0.08
H28 0.440 -3.114 5.951  0.07
H29 3.858 1.817 0.129  0.03

Record 7
Entry from the Open Molecules 2025 dataset: one molecule with the formula ClHNOPS in a non-equilibrium geometry (the ωB97M-V functional and the def2-TZVPD basis).

max |F| = 2.7 eV/A
highest occupied orbital energy = -9.6 eV
lowest unoccupied orbital energy = -0.59 eV
ΔE to the lowest compared entry with this formula, charge and spin = 24.22 kJ/mol
SMILES string = O=PNSCl
spin multiplicity = 1

Each line ends with the Löwdin charge.
Element x y z (Å)
Cl1 -3.184 0.562 -0.695  0.03
S1 -2.148 0.016 0.988  0.33
P1 -0.060 2.057 0.080  0.73
O1 1.331 2.067 -0.333  -0.49
N1 -0.420 0.397 0.520  -0.64
H1 0.311 -0.338 0.526  0.04

no.,E (Ha)
1,-334.487896
2,-587.653861
3,-4057.149091
4,-285.303480
5,-2472.981566
6,-14156.691919
7,-1330.333354